No. 1
C4H6O2 | ωB97M-V/def2-TZVPD

Properties
Frontier orbital gap   11.5 eV
E_HOMO   -10.6157 eV

Structure (ORCA input):
```
! RIJCOSX wB97M-V def2-TZVPD def2/J DEFGRID3
* xyz 0 1
C -1.6503 -0.1194 0.2188
C -0.2295 -0.3086 -0.2807
C 0.9784 0.8525 -0.0086
C 1.7125 -0.4310 0.0051
O 2.7032 -0.8620 -0.5000
O 0.6053 -1.2005 0.4561
H -1.6784 0.1294 1.2821
H -2.2948 -0.9990 0.0603
H -2.0825 0.6998 -0.3628
H -0.2267 -0.6405 -1.3258
H 1.4779 1.6962 -0.5290
H 0.6849 1.1831 0.9845
*
```

=====

No. 2
C30H32N2O4PSTi | ωB97M-V/def2-TZVPD

Properties
Frontier orbital gap (alpha / beta)   5.8 / 8.7 eV
E_HOMO (alpha / beta)   -8.2326 / -11.1671 eV

Structure (ORCA input):
```
! RIJCOSX wB97M-V def2-TZVPD def2/J DEFGRID3
* xyz 1 3
Ti -0.0089 0.0099 -0.0201
O -1.6806 2.1214 0.1816
N -1.7614 0.7341 -0.0901
C -3.0193 0.3450 -0.1867
C -3.5456 -0.9621 -0.3310
C -4.9545 -1.0757 -0.4304
C -5.5823 -2.2890 -0.5326
C -4.8403 -3.4721 -0.5346
C -3.4662 -3.4040 -0.4538
C -2.8064 -2.1774 -0.3576
P -1.0068 -2.1641 -0.3742
C -0.4975 -3.4788 0.7737
C 0.6502 -4.2349 0.5450
C 1.0930 -5.1336 1.4987
C 0.4021 -5.2767 2.6916
C -0.7306 -4.5142 2.9338
C -1.1735 -3.6100 1.9859
C -0.5945 -2.7708 -2.0405
C -0.2544 -1.7790 -2.9622
C 0.0018 -2.1217 -4.2788
C -0.0785 -3.4483 -4.6738
C -0.4178 -4.4336 -3.7604
C -0.6833 -4.0987 -2.4432
H -0.8804 2.4506 -0.2742
H -3.7489 1.1510 -0.1253
H -5.5401 -0.1687 -0.4254
H -6.6581 -2.3331 -0.6066
H -5.3369 -4.4265 -0.6065
H -2.8828 -4.3141 -0.4505
H 1.1899 -4.1309 -0.3883
H 1.9780 -5.7230 1.3129
H 0.7510 -5.9742 3.4363
H -1.2685 -4.6250 3.8643
H -2.0484 -2.9976 2.1669
H -0.2005 -0.7355 -2.6269
H 0.2581 -1.3564 -4.9962
H 0.1230 -3.7172 -5.6993
H -0.4840 -5.4642 -4.0711
H -0.9475 -4.8638 -1.7279
N 1.9828 -1.0976 -0.3687
C 3.0084 -0.3094 -1.0698
C 2.9869 1.0990 -0.4690
C 1.5148 1.4341 -0.3249
O 1.0293 1.7646 0.7903
O 0.7375 1.2392 -1.3253
H 2.3076 -1.2814 0.5851
H 1.8645 -1.9958 -0.8406
H 2.7401 -0.2608 -2.1308
H 4.0092 -0.7574 -0.9791
H 3.4904 1.8156 -1.1155
H 3.4564 1.1206 0.5188
C 6.2799 -0.6007 2.8168
C 4.8139 -0.3346 2.9242
C 4.3255 0.9426 3.1890
C 2.9623 1.1914 3.2476
C 2.0678 0.1505 3.0560
C 2.5356 -1.1375 2.8238
C 3.8976 -1.3728 2.7553
S 0.3005 0.4505 2.8759
C -0.2854 -0.4777 4.3350
O -0.0389 -0.5680 1.7968
H 6.8447 0.3237 2.7628
H 6.5070 -1.1964 1.9359
H 6.6234 -1.1608 3.6839
H 5.0202 1.7561 3.3384
H 2.6001 2.1916 3.4290
H 1.8268 -1.9494 2.6969
H 4.2574 -2.3735 2.5568
H 0.0294 -1.5136 4.2705
H -1.3700 -0.4187 4.3202
H 0.1015 -0.0116 5.2316
*
```

=====

No. 3
C20H50N2O4RhSi2 | ωB97M-V/def2-TZVPD

Properties
Frontier orbital gap (alpha / beta)   5.3 / 6.5 eV
E_HOMO (alpha / beta)   -9.5470 / -11.9707 eV

Structure (ORCA input):
```
! RIJCOSX wB97M-V def2-TZVPD def2/J DEFGRID3
* xyz 1 5
O -1.1727 -2.5625 -1.4198
O -2.1364 -0.4028 -2.4595
C -0.0124 -3.3978 -1.4379
C 0.7811 -3.4211 -0.1468
H 0.5892 -2.9990 -2.2679
H -0.3286 -4.4166 -1.7127
H 0.7720 -2.4488 0.3578
H 1.8170 -3.6904 -0.3706
H 0.3804 -4.1779 0.5351
C -2.0294 -2.6511 -0.2605
C -3.4593 -2.7730 -0.7004
H -1.8778 -1.7260 0.3182
H -1.7260 -3.4988 0.3745
H -3.7543 -1.9129 -1.3118
H -4.1099 -2.8142 0.1791
H -3.6093 -3.6910 -1.2780
C -3.2965 0.4486 -2.4031
C -1.9576 -1.0212 -3.7498
C -3.4648 0.9797 -1.0022
H -4.1803 -0.1399 -2.7025
H -3.1908 1.2786 -3.1232
H -3.5251 0.1635 -0.2741
H -4.3983 1.5487 -0.9451
H -2.6522 1.6519 -0.7091
C -2.9061 -2.1605 -3.9911
H -0.9164 -1.3780 -3.7712
H -2.0698 -0.2596 -4.5394
H -2.7657 -2.9409 -3.2387
H -2.6964 -2.5823 -4.9765
H -3.9452 -1.8129 -3.9803
H -0.7672 -0.8283 -1.2910
Rh 1.2407 0.9489 1.1992
C -0.1153 0.0282 -0.7378
Si 0.7440 1.1527 -2.0138
H -0.8702 0.5771 -0.1644
H 0.5751 -0.5301 -0.0670
C 1.9553 -0.0049 -2.8639
C 1.5861 2.6944 -1.3315
C -0.3452 1.9590 -3.3315
C 3.0441 0.4820 0.7744
Si 3.5132 1.7962 2.0700
H 3.3868 0.6990 -0.2511
H 3.3689 -0.5352 1.0537
C 4.7983 2.8598 1.1869
C 4.2520 0.9047 3.5478
C 2.2754 3.0262 2.8111
H 0.2387 2.7634 -3.8034
H -1.2486 2.4138 -2.9084
H -0.6433 1.2639 -4.1230
H 2.7683 -0.3042 -2.1903
H 2.3891 0.5053 -3.7351
H 1.4491 -0.9128 -3.2196
H 2.2763 2.5056 -0.5001
H 0.8268 3.4063 -0.9856
H 2.1583 3.1526 -2.1503
H 4.4808 -0.1452 3.3259
H 3.5760 0.9437 4.4125
H 5.1886 1.4097 3.8260
H 2.1198 2.7890 3.8711
H 1.2849 3.0959 2.3352
H 2.7418 4.0172 2.7410
H 5.7894 2.6741 1.6215
H 4.5637 3.9253 1.3080
H 4.8467 2.6321 0.1149
C -0.5374 -1.1697 4.3647
C -0.3321 -0.2030 3.2712
N 0.8188 -0.3618 2.6152
O 1.5263 -1.4084 3.1958
C -1.1327 0.8859 2.8554
C -2.4513 1.2350 3.4444
N -0.5620 1.6343 1.8617
O -1.1465 2.6570 1.3715
H 0.2445 -1.0845 5.1311
H -0.5291 -2.2019 3.9924
H -1.5022 -0.9845 4.8459
H 2.3701 -1.5048 2.7092
H -2.8623 2.1332 2.9760
H -3.1645 0.4085 3.3170
H -2.3465 1.4069 4.5247
*
```

=====

The evaluated relative energy (zero: lowest compared OMol25 entry of this formula, charge and spin) for the records listed, in turn: 1.5474, 1.4086, 0.3915 eV.